No. 1
A structure of composition C24H22Br2IN5O6PtS, computed with wB97M-V/def2-TZVPD.

For the energy above the lowest of the compared OMol25 structures with the same formula, charge and spin, the calculation gives 0.000 eV. As for the frontier orbital gap: 0.2784 hartree. The total charge is 0.

Each line ends with the Löwdin charge.
Geometry (Å):
Pt1 0.71 1.56 0.23  1.06
C1 2.29 -1.39 -0.70  -0.03
C2 1.71 -1.42 0.68  -0.27
C3 1.81 -2.58 1.48  0.01
C4 1.26 -2.61 2.72  0.00
C5 0.55 -1.49 3.21  -0.17
C6 -0.09 -1.41 4.47  -0.62
Br1 0.03 -2.87 5.68  0.79
C7 -0.80 -0.31 4.83  -0.16
C8 -0.93 0.77 3.95  -0.59
Br2 -1.97 2.27 4.43  0.79
C9 -0.33 0.75 2.70  -0.41
O1 -0.49 1.70 1.81  -0.30
C10 0.45 -0.38 2.35  -0.13
N1 1.06 -0.35 1.12  0.05
H1 2.84 -2.30 -0.91  0.09
H2 2.96 -0.53 -0.80  0.07
H3 1.46 -1.28 -1.40  0.05
H4 2.32 -3.44 1.07  0.12
H5 1.33 -3.50 3.33  0.09
H6 -1.29 -0.26 5.80  0.10
O2 -1.53 -3.92 0.68  -0.33
S1 -2.20 -3.16 -0.35  0.61
O3 -3.09 -3.88 -1.22  -0.31
N2 -1.12 -2.28 -1.18  -0.04
C11 -1.30 -0.97 -0.99  -0.53
O4 -0.52 -0.09 -1.44  -0.11
C12 -2.46 -0.63 -0.09  -0.14
C13 -2.93 0.61 0.28  -0.02
C14 -4.01 0.67 1.16  -0.07
C15 -4.60 -0.49 1.64  -0.07
C16 -4.13 -1.75 1.26  -0.03
C17 -3.06 -1.78 0.39  -0.21
H7 -2.47 1.51 -0.10  0.11
H8 -4.40 1.63 1.47  0.10
H9 -5.43 -0.42 2.33  0.10
H10 -4.59 -2.66 1.63  0.12
N3 1.71 1.53 -1.46  0.02
C18 1.77 1.18 -2.56  -0.21
N4 1.85 0.79 -3.81  -0.05
C19 0.71 0.04 -4.39  -0.08
C20 1.03 -1.44 -4.46  -0.16
O5 2.29 -1.66 -5.10  -0.12
C21 3.35 -1.03 -4.42  -0.19
C22 3.16 0.48 -4.41  -0.10
H11 0.54 0.44 -5.39  0.13
H12 -0.17 0.21 -3.77  0.12
H13 0.28 -1.95 -5.05  0.14
H14 1.04 -1.86 -3.45  0.11
H15 4.27 -1.30 -4.93  0.13
H16 3.40 -1.40 -3.39  0.12
H17 3.14 0.85 -5.44  0.13
H18 3.94 0.99 -3.86  0.13
N5 -1.11 5.15 1.13  0.21
C23 -0.06 4.34 1.03  -0.61
O6 0.13 3.69 -0.01  -0.12
C24 0.82 4.33 2.26  -0.57
I1 2.66 3.32 2.00  0.92
H19 -1.78 5.16 0.38  0.13
H20 -1.33 5.63 1.99  0.12
H21 0.27 3.83 3.06  0.02
H22 1.06 5.34 2.56  0.05

---

No. 2
A structure of composition C24H22BrIN3OTi, computed with wB97M-V/def2-TZVPD.

For the energy above the lowest of the compared OMol25 structures with the same formula, charge and spin, the calculation gives 0.028 eV. The multiplicity is 3. As for the frontier orbital gap (spin up / spin down): 0.2537 / 0.2769 hartree. The expectation value of S² is 2.007. The total charge is +1.

Each line ends with the Löwdin charge.
Geometry (Å):
Ti1 0.16 -0.56 0.57  0.55
C1 3.25 0.07 -0.14  -0.18
N1 2.29 -0.26 0.92  -0.12
C2 2.65 -0.23 2.16  -0.08
C3 1.67 -0.44 3.16  -0.35
C4 1.73 -0.41 4.55  -0.04
C5 0.41 -0.57 4.99  -0.08
C6 -0.38 -0.69 3.84  -0.19
N2 0.37 -0.62 2.73  -0.11
C7 2.53 0.95 -1.13  -0.23
C8 2.45 2.32 -0.91  -0.04
C9 1.72 3.13 -1.77  -0.07
C10 1.07 2.57 -2.87  -0.09
C11 1.16 1.21 -3.10  -0.09
C12 1.88 0.40 -2.23  -0.06
H1 3.58 -0.85 -0.64  0.11
H2 4.13 0.57 0.27  0.13
H3 3.68 -0.02 2.45  0.14
H4 2.61 -0.28 5.16  0.11
H5 0.06 -0.59 6.01  0.10
H6 -1.45 -0.81 3.80  0.09
H7 2.96 2.76 -0.06  0.12
H8 1.67 4.20 -1.60  0.11
H9 0.53 3.21 -3.56  0.11
H10 0.68 0.77 -3.97  0.11
H11 1.97 -0.66 -2.43  0.10
O1 -1.33 -0.32 -1.02  -0.18
C13 -1.89 0.97 -1.32  -0.12
C14 -1.41 1.95 -0.29  -0.24
C15 -1.84 3.27 -0.33  0.00
C16 -1.38 4.14 0.64  -0.03
C17 -0.50 3.68 1.61  -0.02
C18 -0.13 2.35 1.58  -0.08
N3 -0.57 1.50 0.64  0.03
H12 -1.79 -1.01 -1.52  0.11
H13 -2.98 0.90 -1.30  0.15
H14 -1.56 1.28 -2.32  0.13
H15 -2.53 3.60 -1.10  0.13
H16 -1.70 5.18 0.64  0.12
H17 -0.12 4.33 2.39  0.12
H18 0.54 1.93 2.32  0.12
Br1 -1.86 -2.50 1.35  0.89
C19 -1.98 -3.43 -0.30  -0.70
C20 -3.24 -3.80 -0.76  -0.11
C21 -3.35 -4.49 -1.95  -0.06
C22 -2.22 -4.83 -2.68  -0.06
C23 -0.96 -4.46 -2.21  -0.13
C24 -0.84 -3.76 -1.02  -0.70
I1 1.06 -3.22 -0.36  1.16
H19 -4.12 -3.54 -0.18  0.11
H20 -4.33 -4.78 -2.31  0.12
H21 -2.30 -5.38 -3.60  0.12
H22 -0.07 -4.72 -2.78  0.10

---

No. 3
A structure of composition C24H22Cl3F4N3Pd, computed with wB97M-V/def2-TZVPD.

For the energy above the lowest of the compared OMol25 structures with the same formula, charge and spin, the calculation gives 0.000 eV. As for the frontier orbital gap: 0.2662 hartree. The total charge is 0.

Each line ends with the Löwdin charge.
Geometry (Å):
Pd1 0.24 0.15 -0.21  0.93
C1 1.71 -2.53 -1.89  -0.09
C2 0.61 -1.74 -2.57  -0.25
N1 -0.47 -1.20 -1.68  -0.23
C3 -1.24 -2.33 -1.11  -0.24
C4 -2.46 -1.92 -0.32  -0.07
C5 -1.34 -0.38 -2.60  -0.17
C6 -1.85 0.90 -2.01  -0.24
N2 -0.71 1.55 -1.39  -0.10
C7 -0.80 2.78 -0.84  -0.20
C8 0.04 3.13 0.24  -0.14
F1 0.85 2.14 0.75  0.00
C9 0.06 4.35 0.84  -0.23
F2 0.89 4.56 1.87  0.09
C10 -0.79 5.37 0.44  0.05
C11 -1.65 5.06 -0.60  -0.23
F3 -2.50 6.01 -1.04  0.09
C12 -1.67 3.83 -1.22  -0.14
F4 -2.52 3.66 -2.25  0.07
H1 2.43 -2.84 -2.66  0.08
H2 1.36 -3.43 -1.39  0.08
H3 2.22 -1.89 -1.18  0.03
H4 0.11 -2.35 -3.33  0.13
H5 1.06 -0.89 -3.07  0.09
H6 -0.56 -2.88 -0.46  0.10
H7 -1.52 -2.99 -1.94  0.12
H8 -2.20 -1.17 0.43  0.05
H9 -2.86 -2.79 0.20  0.09
H10 -3.25 -1.52 -0.96  0.07
H11 -2.13 -1.01 -3.01  0.13
H12 -0.70 -0.07 -3.43  0.11
H13 -2.66 0.73 -1.29  0.11
H14 -2.29 1.47 -2.83  0.11
H15 -0.78 6.34 0.90  0.13
C13 -1.66 -0.14 4.72  -0.09
C14 -1.83 0.55 3.51  -0.08
C15 -1.08 0.22 2.41  -0.08
C16 -0.10 -0.81 2.45  -0.18
C17 0.72 -1.15 1.30  -0.18
C18 1.64 -2.14 1.48  -0.13
C19 1.80 -2.83 2.70  -0.09
C20 1.03 -2.52 3.78  -0.05
C21 0.07 -1.49 3.68  -0.17
C22 -0.73 -1.14 4.80  -0.04
H16 -2.26 0.12 5.59  0.10
H17 -2.57 1.34 3.44  0.10
H18 -1.27 0.78 1.50  0.08
H19 2.31 -2.42 0.68  0.06
H20 2.55 -3.61 2.77  0.10
H21 1.16 -3.04 4.72  0.11
H22 -0.58 -1.69 5.73  0.11
Cl1 5.72 1.60 -3.11  0.63
C23 4.66 0.22 -2.84  -1.61
Cl2 3.99 -0.34 -4.38  0.62
Cl3 5.55 -1.09 -2.06  0.63
C24 3.56 0.61 -1.97  -0.37
N3 2.67 0.89 -1.30  0.22

---

No. 4
The ion C24H22ClO6S2 with charge -1, computed with wB97M-V/def2-TZVPD.

As for the frontier orbital gap: 0.2035 hartree. The total charge is -1.

Each line ends with the Löwdin charge.
Geometry (Å):
C1 2.23 -4.92 -2.21  -0.10
C2 2.66 -3.87 -3.02  -0.08
C3 2.65 -2.57 -2.53  -0.08
C4 2.20 -2.34 -1.23  -0.28
S1 2.17 -0.67 -0.55  0.68
C5 0.43 -0.13 -0.49  -0.41
C6 0.14 0.89 0.42  -0.15
S2 -0.41 -0.21 -2.13  0.68
C7 -1.64 -1.51 -1.91  -0.27
C8 -1.32 -2.81 -2.29  -0.06
C9 -2.20 -3.85 -1.98  -0.08
C10 -3.41 -3.56 -1.34  -0.10
C11 -3.74 -2.24 -1.01  -0.09
C12 -2.85 -1.20 -1.29  -0.06
O1 -1.10 1.04 -2.35  -0.33
O2 0.50 -0.74 -3.13  -0.34
O3 2.59 -0.76 0.83  -0.35
O4 2.83 0.22 -1.49  -0.32
C13 1.80 -3.38 -0.40  -0.07
C14 1.79 -4.68 -0.90  -0.09
H1 2.23 -5.95 -2.59  0.09
H2 3.00 -4.05 -4.05  0.10
H3 2.99 -1.74 -3.14  0.11
H4 -0.28 1.62 -0.35  0.07
H5 0.86 0.80 1.26  0.11
H6 -0.39 -3.01 -2.82  0.10
H7 -1.92 -4.87 -2.24  0.10
H8 -4.09 -4.36 -1.09  0.09
H9 -4.69 -2.00 -0.54  0.10
H10 -3.07 -0.16 -1.05  0.11
H11 1.50 -3.16 0.62  0.12
H12 1.44 -5.50 -0.26  0.10
C15 1.71 4.76 -1.90  -0.08
C16 1.43 4.77 -0.41  -0.21
O5 0.49 3.68 -0.18  -0.01
C17 0.31 3.45 1.13  -0.44
C18 -0.64 2.26 1.38  -0.10
C19 -0.84 1.95 2.85  -0.19
C20 -0.57 2.90 3.84  -0.06
C21 -1.05 2.77 5.14  -0.70
Cl1 -0.76 4.04 6.24  0.66
C22 -1.72 1.61 5.54  -0.13
C23 -1.88 0.58 4.59  -0.09
C24 -1.43 0.74 3.27  -0.03
O6 0.87 4.18 1.94  0.06
H13 2.34 5.62 -2.15  0.07
H14 2.24 3.84 -2.19  0.08
H15 0.78 4.83 -2.49  0.08
H16 2.35 4.59 0.17  0.13
H17 0.98 5.73 -0.11  0.12
H18 -1.61 2.51 0.92  0.14
H19 0.03 3.76 3.60  0.08
H20 -2.07 1.54 6.56  0.09
H21 -2.35 -0.34 4.92  0.09
H22 -1.54 -0.09 2.57  0.11